{"formula": "C47H86ClF4N7O7SSi", "method": "ωB97M-V/def2-TZVPD", "homo_lumo_gap_ha": 0.33230, "total_energy_ev": -116998.2487, "total_charge": 0, "molar_mass_da": 1032.845, "species": ["Cl", "S", "Si", "F", "F", "F", "F", "O", "O", "O", "O", "O", "O", "O", "N", "N", "N", "N", "N", "N", "N", "C", "C", "C", "C", "C", "C", "C", "C", "C", "C", "C", "C", "C", "C", "C", "C", "C", "C", "C", "C", "C", "C", "C", "C", "C", "C", "C", "C", "C", "C", "C", "C", "C", "C", "C", "C", "C", "C", "C", "C", "C", "C", "C", "C", "C", "C", "C", "H", "H", "H", "H", "H", "H", "H", "H", "H", "H", "H", "H", "H", "H", "H", "H", "H", "H", "H", "H", "H", "H", "H", "H", "H", "H", "H", "H", "H", "H", "H", "H", "H", "H", "H", "H", "H", "H", "H", "H", "H", "H", "H", "H", "H", "H", "H", "H", "H", "H", "H", "H", "H", "H", "H", "H", "H", "H", "H", "H", "H", "H", "H", "H", "H", "H", "H", "H", "H", "H", "H", "H", "H", "H", "H", "H", "H", "H", "H", "H", "H", "H", "H", "H", "H", "H"], "coordinates": [[0.84665, -2.57829, -3.02613], [-2.33619, -1.40731, -1.52986], [1.13456, 0.77973, -2.02346], [-1.81435, -6.01988, -0.08740], [-1.00868, -5.57678, -2.01858], [-3.87506, -6.15659, -1.28869], [-3.19654, -5.04713, -2.95687], [0.25725, -2.92036, 0.97725], [-0.69578, -0.23506, 4.17190], [-1.76353, -2.96458, -1.86304], [-2.03548, -3.04435, 0.36109], [3.18649, -1.73771, -2.05448], [-3.44667, -1.17429, -2.41832], [-1.02640, -0.61124, -2.08495], [1.50700, 3.63428, 1.52409], [-2.18303, -1.96457, 2.85849], [0.59219, 5.63833, -4.45002], [4.40056, -8.19989, 1.93555], [-2.87447, 2.13569, -0.20022], [-3.29164, 6.91828, -0.43255], [0.17531, 7.29618, 4.63526], [0.24747, -3.33179, -0.40882], [-1.28201, -2.57623, 3.81746], [1.01480, 4.66256, 1.60573], [3.57496, -6.69386, -0.50909], [0.11580, 5.11198, -5.34476], [-5.59188, 2.70576, -2.67847], [4.92290, -9.21545, 1.91667], [-0.16534, -0.13567, 0.16295], [-3.22658, -5.02209, -1.64439], [-4.74043, 3.91069, -0.60273], [2.36170, -1.93515, -0.91297], [2.40503, -6.56215, -1.52230], [-0.51415, 4.43373, -6.48597], [1.84551, -5.12898, -1.60833], [0.76681, -5.64045, 0.71867], [0.94495, 6.42114, -0.78590], [-0.15935, 5.47491, 6.47761], [-3.22347, -2.91677, 2.45802], [-0.12640, 2.18705, -2.28105], [-0.15113, 6.37092, 0.27250], [0.38501, 5.99133, 1.65695], [5.41499, -1.79437, -2.88277], [-0.24625, -1.57100, 4.36204], [1.21303, -4.57109, -0.31079], [-3.69295, 2.91137, -0.37887], [2.41391, 1.52155, -0.84707], [-3.65104, 9.59918, 1.71210], [4.58582, -11.05595, -0.41476], [0.14919, -0.73380, -1.22759], [-4.16045, 9.26815, 0.30477], [1.83576, 0.51726, -3.74823], [4.51518, -1.48119, -1.66676], [1.70456, 4.03479, 5.50853], [-3.67361, 7.94864, -0.12062], [-2.04017, 4.53075, -6.39443], [-2.60149, 3.87919, -5.13473], [-4.11942, 8.59980, 2.76381], [-5.94518, 3.28315, -1.31210], [0.85204, -2.12821, -1.24101], [-1.75568, -5.07462, -1.03625], [-1.28762, -3.65501, -0.64761], [-2.71423, -3.81494, 1.32114], [1.16436, -1.73463, 3.76527], [1.16087, 4.74465, 6.74462], [0.02051, 6.50421, 5.44402], [5.58759, -10.52516, 1.86620], [5.85955, -10.93356, 0.41475], [-6.71844, 4.04517, -1.43223], [-3.54459, -3.55159, 3.29485], [-2.67809, -1.19197, 3.28745], [-0.49218, 2.60167, -1.34521], [-0.93063, 1.86146, -2.93718], [-2.23758, 4.37283, -4.23167], [3.15573, -7.01234, 0.42968], [-3.56372, -4.41429, 0.97533], [6.52175, -10.46272, 2.42453], [0.98591, 3.30765, 5.12479], [2.02329, 1.77615, 0.14148], [0.42787, -6.54822, 0.22473], [-2.02683, -4.53376, 1.77726], [-5.25104, 9.26273, 0.28196], [2.81595, -6.77219, -2.51162], [4.94937, -11.26043, 2.35800], [1.60985, -7.28227, -1.33855], [-0.76153, -3.42719, 3.38612], [-0.17354, -1.74223, 5.44081], [1.20283, -0.10887, -4.36998], [-2.34243, 5.57996, -6.42102], [-3.73902, 7.59740, 2.56019], [-0.91304, -0.67587, 0.74392], [6.25747, -2.40800, -2.58377], [-5.04086, 4.32025, 0.36190], [-3.68979, 3.94532, -5.12691], [-0.44701, 0.91309, 0.13254], [-0.92295, 4.77180, 6.14177], [-3.81217, 10.01411, -0.40973], [-0.52010, 5.95558, 7.38714], [-0.06822, -5.31956, 1.33659], [2.75017, 2.45326, -1.31118], [-3.75911, 8.88985, 3.75073], [4.80404, -2.30857, -3.62023], [-0.15806, 4.89810, -7.40580], [1.00281, 4.01292, 7.53913], [0.07405, 0.33072, 4.07114], [0.52957, 6.71719, -1.74873], [3.30470, 0.89578, -0.80532], [4.82191, -11.37604, -1.42974], [1.72137, 7.14116, -0.51417], [1.91047, -1.51275, 4.52865], [2.52937, -1.14330, -0.17307], [4.23978, -7.47091, -0.88040], [-2.32687, 2.82389, -5.08085], [2.86966, 0.18717, -3.78602], [-0.42213, 5.97370, 2.38746], [1.29597, -1.01033, 2.95649], [1.83549, 1.49657, -4.24293], [-0.91128, 5.65277, -0.03725], [2.84356, -2.80949, -0.46465], [-3.99823, 10.59726, 1.98528], [4.08514, -5.73877, -0.40742], [2.72029, -4.51105, -1.82908], [5.76644, -0.86810, -3.33107], [-4.32150, 4.72331, -1.19532], [-1.84717, -2.95801, 4.68490], [2.06780, -4.19573, 0.24882], [0.43144, 2.96751, -2.80994], [1.34516, -2.73193, 3.37282], [-4.09828, -2.38867, 2.07739], [4.85321, -2.11886, -0.83848], [3.90266, -11.78822, 0.02038], [4.06261, -10.10098, -0.48782], [-0.63904, 7.34448, 0.33348], [-5.17479, 3.47520, -3.33142], [-4.86537, 1.89519, -2.59580], [1.93527, 4.73984, 4.70877], [-6.48036, 2.29730, -3.16115], [1.57306, -5.94560, 1.37943], [0.76064, -0.18731, 0.74694], [-3.83102, -4.21355, -1.24423], [-2.47614, 4.04944, -7.27209], [1.12617, 6.71569, 1.99538], [1.22773, -5.07291, -2.49780], [-5.20997, 8.55185, 2.80184], [4.66646, -0.44425, -1.35487], [1.11173, -2.51630, 1.16926], [1.90614, 5.45545, 7.10751], [2.62611, 3.50446, 5.74898], [-6.36846, 2.49204, -0.68906], [6.38411, -11.89099, 0.41097], [6.52292, -10.20312, -0.05288], [1.41477, 5.44570, -0.92323], [-2.55959, 9.62943, 1.70890], [-0.19734, 3.38973, -6.49028]], "forces_ev_per_a": [[-0.259, -0.214, 0.315], [-0.004, 0.452, 0.889], [-0.236, 0.755, -0.318], [0.326, 0.109, 0.792], [1.007, -0.032, -0.374], [-0.188, -0.669, 0.443], [0.192, 0.507, -1.221], [-0.150, 0.657, -0.130], [-0.276, 0.005, 0.143], [0.368, 0.122, 0.581], [-0.523, -1.181, 0.019], [-0.521, 0.708, 0.480], [0.574, -0.176, -0.716], [-0.491, -0.849, -0.391], [0.249, -0.622, 0.144], [-0.860, -0.468, -0.068], [0.284, 0.379, 0.580], [-0.183, 0.485, 0.333], [0.539, -0.629, 0.149], [0.168, -0.619, -0.200], [0.099, 0.530, -0.462], [1.006, -0.580, 1.598], [-0.260, 0.703, 0.609], [-0.370, 0.864, 0.164], [-1.410, -0.318, -0.903], [-0.201, -0.490, -0.737], [-0.031, -0.041, 0.014], [0.376, -0.821, 0.170], [0.437, -0.829, 0.559], [-0.148, 0.010, 1.278], [-0.207, -0.264, -0.117], [0.932, -0.562, 0.442], [0.634, 0.750, -0.029], [-0.147, 0.180, 0.141], [0.354, -0.605, -0.018], [-0.844, -0.481, -0.565], [-0.069, 0.081, -0.032], [0.259, 0.090, -0.035], [0.578, 0.330, -0.999], [0.683, -0.528, -0.062], [0.233, -0.057, -0.280], [-0.067, -0.221, -0.313], [-0.529, 0.520, 0.357], [0.623, -0.175, -0.168], [0.495, -0.597, -0.120], [-0.474, 0.745, -0.017], [0.010, -0.325, -0.513], [-0.010, -0.063, 0.266], [0.029, 0.011, -0.027], [0.192, 1.489, 0.351], [0.256, -0.083, 0.143], [0.084, 0.566, -0.161], [1.057, -0.296, -0.690], [0.009, 0.010, 0.057], [-0.423, 0.810, 0.088], [-0.245, -0.091, 0.148], [-0.016, 0.034, -0.017], [0.016, 0.013, 0.017], [-0.075, -0.125, -0.218], [-0.019, -0.127, -1.719], [-1.720, -0.410, -0.965], [-0.716, 1.754, -0.992], [0.271, -0.782, 1.825], [-0.212, 0.296, 0.163], [0.213, -0.201, -0.121], [-0.297, -0.582, 0.632], [0.037, 0.184, -0.248], [-0.116, -0.096, -0.238], [0.044, 0.044, 0.094], [-0.089, -0.163, -0.099], [0.480, 0.211, 0.082], [-0.258, -0.008, -0.052], [-0.241, 0.053, 0.166], [0.061, -0.036, -0.009], [0.342, 0.083, 0.362], [0.067, 0.196, -0.504], [-0.035, 0.026, 0.070], [0.013, 0.018, -0.034], [0.181, -0.176, -0.172], [-0.007, -0.035, 0.014], [0.104, 0.002, -0.125], [-0.008, -0.040, -0.029], [-0.188, -0.090, -0.128], [-0.029, 0.028, 0.027], [0.063, -0.139, 0.055], [-0.001, -0.015, -0.255], [0.037, -0.105, 0.017], [0.037, -0.280, 0.066], [0.074, 0.009, -0.067], [-0.024, 0.007, -0.042], [-0.062, -0.076, -0.106], [0.142, -0.059, -0.133], [0.104, 0.054, 0.019], [0.012, -0.037, -0.028], [-0.110, 0.026, -0.324], [-0.022, 0.027, -0.040], [-0.028, -0.043, -0.070], [-0.063, 0.040, -0.038], [0.163, 0.184, 0.098], [-0.120, 0.087, -0.003], [-0.021, 0.002, -0.005], [0.101, -0.191, -0.046], [0.080, -0.011, 0.017], [-0.085, 0.075, 0.036], [-0.044, 0.044, -0.027], [0.051, -0.023, -0.018], [-0.004, -0.006, 0.360], [-0.015, -0.025, 0.015], [0.011, -0.022, -0.003], [0.116, -0.027, -0.065], [-0.347, 0.329, -0.178], [0.316, 0.076, 0.280], [-0.012, 0.008, 0.033], [-0.026, -0.386, 0.080], [0.074, -0.027, 0.086], [-0.021, -0.100, -0.117], [-0.059, 0.099, 0.165], [-0.064, 0.041, 0.089], [-0.683, -0.095, 0.289], [0.007, 0.021, -0.111], [0.250, -0.035, 0.072], [-0.099, 0.192, -0.173], [0.170, -0.038, -0.111], [0.055, 0.023, 0.052], [-0.010, -0.109, -0.044], [-0.057, 0.457, -0.234], [-0.004, 0.056, 0.083], [0.009, -0.119, 0.094], [0.038, 0.288, 0.153], [-0.437, -0.079, 0.123], [-0.012, 0.015, -0.012], [-0.008, -0.008, 0.059], [-0.032, -0.038, 0.131], [0.005, -0.011, 0.012], [0.030, 0.036, 0.011], [-0.052, -0.011, -0.015], [0.012, 0.020, -0.018], [0.151, 0.246, 0.000], [-0.072, 0.066, 0.061], [0.134, 0.419, -0.265], [0.095, 0.029, -0.050], [0.003, -0.026, 0.082], [-0.298, 0.084, 0.264], [0.009, -0.017, 0.005], [-0.199, 0.004, 0.103], [-0.016, -0.121, -0.045], [-0.078, 0.039, 0.048], [-0.021, -0.018, -0.011], [0.013, 0.056, 0.059], [0.042, 0.034, 0.094], [0.041, 0.001, 0.087], [0.002, 0.008, 0.024], [-0.013, 0.042, -0.079], [0.039, -0.002, 0.038]]}